No. 1
96
Properties=species:S:1:pos:R:3:lowdin_charge:R:1 method="wB97M-V/def2-TZVPD" molar_mass_da=611.7 energy_ev=-91025.0055 fmax_ev_per_a=11.45 total_charge=+4 multiplicity=4 orbital_gap_ha="0.1993 / 0.1866" s_squared=3.83
Mn -0.21 0.20 -0.20 0.34
C -0.52 1.85 -0.80 -0.13
O -0.88 2.87 -1.27 0.24
C -1.36 -0.81 -1.05 -0.15
O -2.19 -1.37 -1.66 0.24
P 1.51 -0.11 -1.91 1.13
C 2.33 -1.77 -2.23 -0.49
H 2.97 -1.64 -3.12 0.10
C 0.91 0.32 -3.64 -0.47
H -0.11 -0.11 -3.59 0.10
C 3.04 0.96 -1.71 -0.48
H 3.47 0.55 -0.78 0.11
C -1.00 1.85 2.92 -0.50
P -1.48 0.41 1.82 1.12
H -2.55 -0.61 3.75 0.12
H 0.00 1.54 3.26 0.11
C -3.32 0.80 1.57 -0.47
H -3.59 1.33 2.50 0.12
C 0.78 1.82 -3.91 -0.09
H 1.69 2.25 -4.35 0.10
H 0.51 2.41 -3.03 0.03
H -0.04 1.96 -4.63 0.12
C 1.65 -0.35 -4.81 -0.06
H 1.44 0.22 -5.73 0.12
H 1.30 -1.37 -4.98 0.09
H 2.73 -0.36 -4.68 0.07
C 4.10 0.82 -2.81 -0.05
H 4.41 -0.21 -3.01 0.08
H 5.00 1.36 -2.47 0.12
H 3.79 1.30 -3.75 0.09
C 2.71 2.43 -1.48 -0.08
H 3.49 2.86 -0.83 0.11
H 1.75 2.59 -0.98 0.04
H 2.71 3.00 -2.42 0.10
C 3.24 -2.18 -1.07 -0.08
H 4.28 -1.84 -1.24 0.10
H 3.28 -3.28 -0.97 0.10
H 2.90 -1.77 -0.11 0.05
C 1.29 -2.83 -2.57 -0.09
H 0.67 -3.03 -1.69 0.03
H 1.79 -3.76 -2.86 0.12
H 0.62 -2.54 -3.39 0.08
C -1.89 2.09 4.16 -0.06
H -2.31 1.19 4.61 0.08
H -2.71 2.78 3.93 0.11
H -1.26 2.57 4.92 0.12
C -0.85 3.16 2.15 -0.09
H -1.82 3.52 1.77 0.09
C -1.86 -2.28 2.61 -0.12
H -0.16 3.08 1.31 0.05
H -0.47 3.93 2.84 0.12
C -0.45 -0.89 4.16 -0.08
H -0.90 -2.80 2.52 0.05
H -2.49 -2.89 3.27 0.11
H -2.32 -2.29 1.61 0.05
C -1.64 -0.89 3.19 -0.48
H -0.32 -1.90 4.59 0.10
H -0.58 -0.20 5.00 0.09
H 0.48 -0.63 3.63 0.08
C -4.22 -0.43 1.43 -0.08
H -3.94 -1.02 0.54 0.08
H -5.25 -0.08 1.28 0.12
H -4.22 -1.08 2.31 0.08
C -3.57 1.71 0.37 -0.09
H -2.91 2.57 0.31 0.05
H -4.61 2.08 0.44 0.12
H -3.49 1.14 -0.56 0.08
H 0.38 -0.98 0.94 0.10
H 0.89 -1.05 0.27 0.08
C 3.74 -7.23 4.41 -0.01
C 2.45 -6.56 4.85 -0.13
N 1.50 -6.37 3.74 0.11
C 0.17 -6.99 3.89 -0.13
C -0.99 -6.04 4.14 -0.02
C 1.83 -5.41 2.82 -0.31
O 2.90 -4.80 2.89 0.18
C 0.89 -5.11 1.69 -0.10
C -0.04 -5.95 1.07 0.02
C -1.01 -5.37 0.27 0.02
C -0.93 -4.00 -0.01 -0.13
N 0.11 -3.26 0.38 0.00
C 1.01 -3.79 1.21 -0.08
H 3.53 -8.21 3.97 0.11
H 4.36 -7.36 5.30 0.11
H 4.26 -6.59 3.70 0.09
H 1.92 -7.16 5.60 0.14
H 2.69 -5.57 5.27 0.16
H -0.04 -7.59 2.99 0.13
H 0.27 -7.70 4.72 0.15
H -1.90 -6.64 4.21 0.12
H -1.12 -5.32 3.32 0.05
H -0.85 -5.49 5.08 0.10
H -0.01 -7.02 1.23 0.13
H -1.84 -5.95 -0.14 0.14
H -1.71 -3.53 -0.62 0.11
H 1.81 -3.13 1.57 0.12


No. 2
20
Properties=species:S:1:pos:R:3:nbo_charge:R:1 method="wB97M-V/def2-TZVPD" molar_mass_da=188.0 energy_ev=-85729.7803 fmax_ev_per_a=0.44 total_charge=+1 multiplicity=1 orbital_gap_ha=0.4012
C -2.38 1.22 0.51 -0.63
C -1.27 1.74 1.41 -0.24
Br -0.58 3.42 0.72 0.03
C -0.15 0.70 1.62 -0.74
P 1.09 0.59 0.32 0.82
H -2.98 0.49 1.05 0.24
H -3.02 2.04 0.20 0.25
H -1.97 0.77 -0.39 0.20
H -1.66 1.96 2.40 0.25
H -0.63 -0.28 1.66 0.28
H 0.37 0.87 2.56 0.28
H 2.19 -0.09 0.83 0.07
H 0.63 -0.17 -0.76 0.08
H 1.56 1.82 -0.11 0.09
C 1.22 -2.52 -2.28 -0.26
O 2.24 -1.97 -1.43 -0.75
H 1.00 -1.78 -3.04 0.19
H 1.57 -3.43 -2.77 0.20
H 0.31 -2.75 -1.72 0.16
H 2.47 -2.63 -0.78 0.47


No. 3
29
Properties=species:S:1:pos:R:3:nbo_charge:R:1 method="wB97M-V/def2-TZVPD" molar_mass_da=671.1 energy_ev=-103680.3365 fmax_ev_per_a=4.23 multiplicity=1 orbital_gap_ha=0.4695 de_lowest_kcal_mol=5.2
Zr -0.02 0.04 0.00 2.51
P 1.58 -2.58 0.11 2.63
F 0.83 -1.69 1.31 -0.56
F 0.83 -3.88 0.62 -0.53
F 0.17 -2.12 -0.67 -0.56
F 2.10 -3.21 -1.24 -0.53
F 1.95 -1.02 -0.36 -0.56
F 2.87 -2.70 0.97 -0.52
P -2.36 -0.39 1.72 2.62
F -3.83 -0.43 1.17 -0.53
F -1.75 -1.23 0.41 -0.54
F -2.07 0.91 0.73 -0.55
F -0.79 0.01 2.02 -0.54
F -2.74 0.49 2.96 -0.54
F -2.29 -1.70 2.55 -0.53
P 1.67 2.23 1.08 2.62
F 3.21 1.95 1.01 -0.53
F 1.46 0.60 1.40 -0.55
F 1.68 2.51 2.62 -0.54
F 0.02 2.08 0.92 -0.55
F 1.61 3.78 0.78 -0.53
F 1.50 1.74 -0.50 -0.55
P -0.82 0.66 -2.90 2.62
F -0.72 1.65 -1.55 -0.56
F -0.06 1.68 -3.85 -0.53
F 0.62 0.09 -2.24 -0.55
F -0.96 -0.55 -3.92 -0.54
F -1.52 -0.17 -1.75 -0.55
F -2.18 1.27 -3.42 -0.55


No. 4
125
Properties=species:S:1:pos:R:3:lowdin_charge:R:1 method="wB97M-V/def2-TZVPD" molar_mass_da=1302.2 energy_ev=-322450.1801 fmax_ev_per_a=3.61 total_charge=+1 multiplicity=1 orbital_gap_ha=0.2710
C 9.08 -3.74 2.62 -0.14
C 8.69 -2.43 3.55 -0.31
C 7.11 -1.98 3.41 -0.24
C 6.93 -0.72 2.37 -0.23
C 7.34 -1.06 0.81 -0.21
C 6.27 -2.05 0.03 -0.21
C 4.68 -1.68 0.35 -0.17
C 3.70 -2.57 -0.66 -0.20
N 2.22 -2.38 -0.39 -0.19
C 1.41 -2.25 -1.66 -0.23
C 0.78 -0.72 -1.88 -0.16
C -0.01 -0.17 -0.55 -0.19
C -1.64 -0.01 -0.76 -0.25
C -2.06 1.59 -0.57 -0.26
C -2.42 1.91 1.03 -0.21
C -1.60 3.29 1.44 -0.25
C -1.16 3.12 3.04 -0.15
C 1.79 -3.63 0.42 -0.93
S 1.56 -3.50 2.13 0.57
S 1.53 -5.31 -0.39 0.81
C 0.63 -6.50 0.74 -0.49
C -1.00 -6.14 0.92 -0.29
C -1.58 -7.24 1.98 -0.39
S -3.43 -7.18 2.27 1.04
C -4.11 -5.44 2.27 -0.31
C -3.30 -4.36 3.19 -0.29
C -2.82 -4.90 4.66 -0.06
F -4.26 -3.23 3.46 -0.11
H 9.85 -4.46 3.18 0.08
H 8.11 -4.35 2.34 0.07
H 9.60 -3.34 1.63 0.07
H 8.84 -2.76 4.69 0.04
H 9.43 -1.52 3.39 0.10
H 6.78 -1.61 4.49 0.07
H 6.51 -2.94 3.12 0.11
H 7.67 0.13 2.73 0.11
H 5.83 -0.27 2.49 0.09
H 7.39 -0.05 0.19 0.12
H 8.44 -1.52 0.77 0.11
H 6.54 -3.15 0.33 0.10
H 6.48 -1.92 -1.14 0.12
H 4.54 -0.54 0.08 0.12
H 4.46 -1.87 1.49 0.09
H 4.03 -2.33 -1.77 0.14
H 3.94 -3.70 -0.40 0.12
H 0.46 -2.97 -1.69 0.04
H 2.04 -2.50 -2.64 0.13
H -0.03 -0.85 -2.74 0.09
H 1.61 0.00 -2.29 0.11
H 0.22 -0.79 0.43 0.10
H 0.40 0.93 -0.33 0.11
H -1.99 -0.32 -1.85 0.03
H -2.28 -0.59 0.04 0.08
H -3.01 1.89 -1.21 0.03
H -1.18 2.30 -0.94 0.10
H -3.58 2.07 1.21 0.12
H -2.08 0.96 1.66 0.10
H -0.60 3.41 0.85 0.10
H -2.27 4.26 1.29 0.06
H -1.99 2.60 3.69 0.07
H -0.22 2.42 3.04 0.07
H -0.94 4.19 3.48 0.08
H 1.07 -6.58 1.83 0.09
H 0.67 -7.58 0.26 0.11
H -1.52 -6.15 -0.14 0.11
H -1.10 -5.02 1.31 0.07
H -0.92 -7.19 2.95 0.12
H -1.36 -8.31 1.50 0.13
H -3.62 -7.69 3.59 0.05
H -5.23 -5.49 2.68 0.14
H -4.18 -5.04 1.17 0.12
H -2.38 -3.85 2.63 0.15
H -3.08 -6.02 4.89 0.06
H -1.64 -4.75 4.70 0.11
H -3.24 -4.21 5.53 0.12
C -3.76 6.82 -0.59 -1.11
Cl -2.38 6.15 -1.47 0.50
Cl -3.45 6.83 1.15 0.52
H -3.92 7.85 -0.92 -0.08
H -4.64 6.22 -0.79 -0.06
C 4.21 -0.01 5.95 -1.02
Cl 3.96 -1.27 4.74 0.51
Cl 3.86 -0.61 7.58 0.51
H 5.26 0.32 5.91 0.03
H 3.56 0.84 5.73 0.03
C -6.16 9.12 -2.67 -1.03
Cl -4.78 8.44 -3.56 0.52
Cl -5.85 9.12 -0.93 0.58
H -6.32 10.14 -3.01 0.01
H -7.04 8.51 -2.88 -0.02
C 11.17 -1.25 6.29 -1.00
Cl 9.44 -0.85 6.25 0.54
Cl 11.43 -2.97 5.96 0.52
H 11.68 -0.66 5.52 0.03
H 11.57 -1.01 7.27 0.03
C -2.53 10.89 -4.85 -1.06
Cl -3.03 12.58 -4.74 0.50
Cl -0.82 10.70 -4.45 0.50
H -3.13 10.30 -4.15 -0.05
H -2.70 10.54 -5.87 0.03
C -2.87 -4.18 -2.19 -0.98
Cl -1.90 -3.26 -1.04 0.60
Cl -2.16 -4.11 -3.82 0.52
H -2.91 -5.22 -1.87 0.01
H -3.88 -3.76 -2.22 0.04
C -3.44 1.03 -4.71 -0.97
Cl -2.93 2.28 -3.57 0.58
Cl -2.59 -0.49 -4.41 0.48
H -4.52 0.86 -4.59 0.04
H -3.23 1.37 -5.72 0.04
C -6.87 5.05 -3.48 -0.97
Cl -7.92 5.84 -4.67 0.51
Cl -6.76 6.01 -1.99 0.59
H -7.29 4.07 -3.23 0.03
H -5.87 4.94 -3.90 0.03
C -8.22 9.36 -6.07 -0.98
Cl -6.68 8.52 -5.85 0.48
Cl -8.39 10.70 -4.93 0.54
H -8.26 9.75 -7.09 0.03
H -9.04 8.65 -5.92 0.02
C -4.24 -3.54 -7.41 -1.01
Cl -3.72 -2.29 -6.27 0.45
Cl -3.38 -5.06 -7.12 0.49
H -5.31 -3.71 -7.29 0.03
H -4.03 -3.20 -8.43 0.03